The following is a DFT calculation (ωB97M-V/def2-TZVPD) of a 2-piece molecular cluster, C7H12 overall.

Summary:
max |F| = 0.3 eV Å⁻¹
E = -273.82773 Ha
HOMO energy = -8.74 eV
multiplicity = 1

CARTESIAN COORDINATES (ANGSTROEM)
C  0.92411  -1.47801  0.75732
C  0.60112  -1.48953  -0.53921
C  -0.43501  -0.72282  -1.23913
C  -1.55983  -0.20989  -0.72543
C  -1.91672  -0.10660  0.72685
H  0.47558  -0.80099  1.47647
H  1.69745  -2.13972  1.13609
H  1.14412  -2.17299  -1.19009
H  -0.29390  -0.62761  -2.31605
H  -2.28588  0.18164  -1.43453
H  -2.94308  0.24513  0.85772
H  -1.79843  -1.06003  1.25720
H  -1.25295  0.61656  1.22129
C  1.03706  1.76352  -0.60203
C  1.52384  1.52186  0.60813
H  1.54866  1.41853  -1.49822
H  0.08983  2.27278  -0.75558
H  2.44856  0.96765  0.74815
H  0.99547  1.82053  1.51106



The following is a DFT calculation (ωB97M-V/def2-TZVPD) of N3O6P as an isolated structure in a non-equilibrium geometry.

Summary:
max |F| = 4.0 eV Å⁻¹
E = -956.64292 Ha
HOMO energy (alpha / beta) = -8.37 / -11.44 eV
multiplicity = 3

CARTESIAN COORDINATES (ANGSTROEM)
N  1.39645  0.17462  -0.87473
N  -1.06249  -1.10540  -0.63634
N  -0.29486  0.98655  1.60855
O  1.67462  -0.63278  -1.79564
O  1.63492  1.35514  -0.85820
O  -1.76557  -1.43624  0.33730
O  -1.32575  -0.97258  -1.79798
O  0.63784  1.63548  1.73049
O  -1.39591  0.81764  2.00088
P  0.50075  -0.82243  0.28566



The following is a DFT calculation (ωB97M-V/def2-TZVPD) of one molecule with the formula ClH4N2P in a non-equilibrium geometry.

Summary:
max |F| = 2.5 eV Å⁻¹
E = -913.49261 Ha
HOMO energy = -9.25 eV
multiplicity = 1

CARTESIAN COORDINATES (ANGSTROEM)
N  0.16972  -1.19920  -0.52190
P  0.95457  0.04621  0.34618
N  -0.35054  1.04438  0.78364
Cl  1.60745  0.81913  -1.34389
H  -0.21704  -1.82598  0.13843
H  -0.45834  -0.89810  -1.24275
H  -0.64240  1.17530  1.77746
H  -1.06341  0.83825  0.06282



The following is a DFT calculation (ωB97M-V/def2-TZVPD) of C18H41BiOP3Se as an isolated structure in a non-equilibrium geometry.

Summary:
net charge = +3
max |F| = 2.7 eV Å⁻¹
E = -4424.65733 Ha
HOMO energy (alpha / beta) = -15.49 / -15.49 eV
multiplicity = 1

CARTESIAN COORDINATES (ANGSTROEM)
Bi  -0.08126  -0.38130  -0.49042
P  0.18970  1.87148  1.31420
P  -2.77223  0.37317  -0.52476
P  2.66168  -0.36668  -0.59921
H  -1.37441  -2.99948  -7.91821
C  -0.57282  -3.72811  -7.77827
C  -0.74769  -4.81961  -7.01377
H  -1.72995  -5.15243  -6.67680
C  0.36300  3.51012  0.53892
C  -1.13836  2.18129  2.52319
C  1.64432  1.82459  2.41486
C  -3.54565  -0.63668  -1.83874
C  -3.83769  0.16870  0.93617
C  -3.09961  2.08442  -1.06114
C  3.15553  -1.56130  -1.88371
C  3.55136  -0.85380  0.90225
C  3.48275  1.16805  -1.12126
H  0.38490  -3.57805  -8.31983
H  0.12216  -5.42903  -6.76256
H  0.42442  4.27297  1.33202
H  -0.49796  3.72434  -0.10326
H  1.27583  3.54072  -0.06483
H  -0.84043  3.05307  3.12839
H  -1.24587  1.31150  3.18038
H  -2.09990  2.40101  2.04579
H  1.56924  2.66794  3.11669
H  2.57914  1.92146  1.84921
H  1.65256  0.88536  2.97872
H  -4.64333  -0.57315  -1.77585
H  -3.24378  -1.68316  -1.69819
H  -3.21834  -0.31148  -2.83562
H  -4.72884  0.80519  0.84190
H  -3.29493  0.44176  1.85104
H  -4.15397  -0.87776  1.01814
H  -4.18834  2.20448  -1.14766
H  -2.62509  2.29579  -2.02890
H  -2.71935  2.80270  -0.32333
H  4.25021  -1.69107  -1.87310
H  2.83357  -1.21859  -2.87682
H  2.67577  -2.52585  -1.67375
H  4.61357  -0.97786  0.65426
H  3.14488  -1.80315  1.26965
H  3.44439  -0.10883  1.70026
H  4.56146  0.97422  -1.21495
H  3.32843  1.95709  -0.37655
H  3.09181  1.52266  -2.08125
C  0.06290  0.14912  -4.20550
C  -0.42106  -1.18162  -4.27665
C  -0.31738  -1.86764  -5.48578
C  0.13582  -1.20186  -6.64733
C  0.57736  0.11931  -6.55717
C  0.57179  0.77762  -5.35658
Se  0.06739  1.27274  -2.68635
H  -0.12065  -1.89386  -1.39072
H  -0.84428  -1.67078  -3.38687
H  -0.59699  -2.93003  -5.53528
H  0.15308  -1.68350  -7.62259
H  0.93218  0.63018  -7.44834
H  0.94416  1.79878  -5.30668
C  -0.46563  -1.23785  3.30410
O  0.37955  -1.45707  2.16341
H  -1.50452  -1.03283  3.01928
H  -0.07994  -0.38350  3.86829
H  -0.44066  -2.14202  3.91408
H  0.40252  -2.42858  2.06893